Formula: C23H34BrFINO21P2S
Source: OMol25
Level of theory: ωB97M-V/def2-TZVPD

Cartesian coordinates (Å):
O1 2.1646 -1.4659 -0.3651
N1 1.6554 -0.3879 -0.0257
O2 0.6886 -0.1940 -0.9761
C1 0.6710 1.2335 -1.3342
C2 -0.3527 1.5983 -2.5906
C3 -1.7579 0.7715 -2.5791
P1 -1.8903 -0.1164 -4.3064
O3 -1.6590 1.1656 -5.5129
O4 -0.4406 -1.1205 -4.4936
C4 -3.1189 1.6605 -2.4149
C5 -3.3102 2.3989 -0.9647
C6 -3.7510 1.4142 0.2692
O5 -5.0113 1.4203 0.7630
I1 -2.3447 0.0336 1.2764
P2 -4.6200 0.4565 -2.7240
O6 -6.1040 1.1736 -2.0624
Br1 -4.3510 -1.5158 -1.6371
O7 -3.2832 2.7180 -3.4670
S1 -2.0717 3.9067 -3.3239
O8 -1.7741 4.4145 -4.7837
O9 -2.6001 5.1332 -2.5221
C7 -0.4712 3.2264 -2.6372
F1 0.6293 3.7866 -3.5080
H1 0.5268 1.9622 -0.4070
H2 1.7643 1.4802 -1.7460
H3 0.2433 1.2732 -3.5724
H4 -1.7885 -0.0875 -1.7855
H5 -2.4416 1.1723 -6.1547
H6 -0.7622 -2.0616 -4.6153
H7 -4.1580 3.2200 -1.0878
H8 -2.3502 2.9920 -0.5912
H9 -5.9565 2.1814 -2.1177
H10 -0.3496 3.6587 -1.5439
C8 6.7144 0.7078 -2.8564
C9 6.0515 1.9282 -2.2514
C10 5.7025 1.7698 -0.8027
O10 4.6320 2.6865 -0.6501
C11 4.0282 2.7767 -1.8747
O11 2.9599 3.3258 -2.0786
O12 4.7824 2.1651 -2.8385
H11 6.8216 0.8298 -3.9394
H12 7.7042 0.5408 -2.4211
H13 6.1074 -0.1913 -2.7023
H14 6.6719 2.8163 -2.4238
H15 6.5326 2.0327 -0.1421
H16 5.3401 0.7694 -0.5452
C12 -6.4808 2.9042 2.7660
C13 -7.8880 2.8236 3.3211
C14 -8.2406 3.9546 4.2390
O13 -9.2538 3.3803 5.0472
C15 -8.9993 2.0363 5.0821
O14 -9.5508 1.2487 5.8303
O15 -8.0405 1.6958 4.1673
H17 -6.2352 1.9896 2.2160
H18 -6.3713 3.7599 2.0932
H19 -5.7414 2.9931 3.5697
H20 -8.6100 2.7276 2.5009
H21 -8.6237 4.8252 3.7007
H22 -7.4162 4.2665 4.8881
C16 4.0570 -2.4459 3.0147
C17 5.3288 -2.7205 2.2389
C18 6.5469 -2.0776 2.8294
O16 7.3963 -1.9515 1.7014
C19 6.5736 -1.8471 0.6130
O17 6.9448 -1.5378 -0.5055
O18 5.2785 -2.1327 0.9491
H23 3.1873 -2.8235 2.4667
H24 4.0862 -2.9212 3.9997
H25 3.8982 -1.3701 3.1491
H26 5.4637 -3.8014 2.1098
H27 7.0155 -2.6979 3.5976
H28 6.3624 -1.0783 3.2364
C20 0.9525 -6.9282 0.1169
C21 0.9519 -6.5651 1.5876
C22 0.2787 -5.2601 1.8870
O19 0.9060 -4.8695 3.0967
C23 2.1538 -5.4307 3.0790
O20 3.0437 -5.1594 3.8657
O21 2.2697 -6.3342 2.0582
H29 1.5709 -7.8152 -0.0564
H30 -0.0620 -7.1310 -0.2391
H31 1.3829 -6.1242 -0.4905
H32 0.5243 -7.3858 2.1765
H33 -0.7994 -5.3695 2.0293
H34 0.4662 -4.4867 1.1352

Maximum force, eV/A: 9.6
Energy, Eh: -6583.82197
Spin multiplicity: 1
SMILES: O=NOC[C@H]1[C@H](P(O)O)[C@](CC(=O)I)(P(O)Br)OS(=O)(=O)[C@@H]1F.C[C@@H]1COC(=O)O1.C[C@@H]1COC(=O)O1.C[C@@H]1COC(=O)O1.C[C@@H]1COC(=O)O1

Mulliken population analysis, charges in e, atoms 1 to 8: atom 1 (O): -0.243, atom 2 (N): 0.071, atom 3 (O): -0.103, atom 4 (C): -0.154, atom 5 (C): -0.362, atom 6 (C): 0.112, atom 7 (P): 0.372, atom 8 (O): -0.545